Entry 1:
Molecular formula: C15H39BClFO6S
Method: DFT, ωB97M-V with the def2-TZVPD basis set

The orbital gap is 8.845 eV. The spin multiplicity is 1. The total charge is 0. As for the SMILES: C[C@H](F)B(Cl)S(C)(=O)=O.CC(C)O.CC(C)O.CC(C)O.CC(C)O. The molar mass is 412.80 g/mol.

Each line ends with the Mulliken charge.
CARTESIAN COORDINATES (ANGSTROEM)
C 2.3232 1.7750 0.2730  -1.074
C 1.2459 0.6673 0.1004  0.531
F 1.8353 -0.5468 -0.1968  -0.336
B 0.1849 1.0111 -1.0448  0.187
Cl 0.1640 0.1671 -2.6323  -0.185
S -1.0861 2.3648 -0.6096  1.137
C -2.2452 1.5419 0.5645  -1.152
O -1.8231 2.8385 -1.8039  -0.660
O -0.3654 3.4698 0.0888  -0.639
H 1.9692 2.4739 1.0412  0.309
H 3.2703 1.3332 0.6300  0.307
H 2.5001 2.3235 -0.6598  0.288
H 0.6822 0.5976 1.0467  0.149
H -1.8140 0.5902 0.9186  0.444
H -2.4667 2.1849 1.4215  0.341
H -3.1224 1.2768 -0.0403  0.368
C -5.5995 5.2327 -1.6009  -1.112
C -4.9269 5.9712 -0.4542  0.373
C -3.5647 6.5052 -0.8651  -1.046
O -4.7810 5.0935 0.6623  -0.538
H -4.9977 4.3740 -1.9125  0.225
H -6.5721 4.8469 -1.2899  0.316
H -5.7430 5.8868 -2.4629  0.352
H -5.5625 6.7961 -0.1272  0.289
H -2.9001 5.6848 -1.1517  0.186
H -3.0882 7.0252 -0.0324  0.303
H -3.6461 7.1962 -1.7064  0.359
H -4.2215 4.3637 0.3830  0.298
C 6.3607 0.4547 2.8316  -1.278
C 6.0682 1.9293 2.6012  0.290
C 6.2394 2.7334 3.8804  -1.235
O 4.7357 2.0851 2.1088  -0.465
H 5.6702 0.0340 3.5684  0.328
H 6.2268 -0.1113 1.9082  0.325
H 7.3813 0.3047 3.1875  0.395
H 6.7356 2.3193 1.8313  0.251
H 5.5450 2.3865 4.6511  0.334
H 6.0193 3.7871 3.7027  0.323
H 7.2565 2.6499 4.2670  0.374
H 4.1319 1.7475 2.7775  0.331
C -1.9354 -4.2435 -1.9324  -0.980
C -3.1023 -3.7378 -2.7658  0.280
C -2.7382 -3.6683 -4.2407  -1.219
O -3.4962 -2.4444 -2.3059  -0.519
H -1.0781 -3.5686 -2.0192  0.187
H -2.2063 -4.2801 -0.8758  0.295
H -1.6236 -5.2403 -2.2452  0.350
H -3.9625 -4.3961 -2.6319  0.344
H -1.9059 -2.9767 -4.4010  0.265
H -3.5804 -3.2960 -4.8260  0.337
H -2.4528 -4.6494 -4.6245  0.361
H -2.7455 -1.8543 -2.4188  0.299
C 1.6864 -6.7601 1.3501  -1.303
C 1.1632 -5.8579 0.2430  0.368
C 0.8979 -4.4503 0.7556  -1.025
O -0.0371 -6.4082 -0.3001  -0.515
H 0.9527 -6.8474 2.1567  0.344
H 1.8657 -7.7671 0.9706  0.320
H 2.6178 -6.3740 1.7686  0.371
H 1.8883 -5.8198 -0.5715  0.252
H 0.1382 -4.4629 1.5431  0.333
H 0.5171 -3.8159 -0.0461  0.114
H 1.8061 -3.9966 1.1565  0.405
H -0.6887 -6.4494 0.4053  0.342

Entry 2:
Molecular formula: C15H39BClN2O4S2
Method: DFT, ωB97M-V with the def2-TZVPD basis set

The orbital gap is 6.664 eV. The spin multiplicity is 1. The total charge is -1. The calculation puts the energy above the lowest of the compared OMol25 structures with the same formula, charge and spin at 1.6 kcal per mole. The molar mass is 421.89 g/mol.

Each line ends with the Mulliken charge.
CARTESIAN COORDINATES (ANGSTROEM)
C 5.1550 -4.5074 -2.1926  -0.933
C 5.3204 -3.4162 -3.2536  -0.459
S 5.5208 -1.7344 -2.6245  -0.203
C 3.7777 -1.1868 -2.6030  -0.774
B 2.7215 -2.0551 -1.6840  0.503
C 1.4851 -1.1226 -1.1383  -1.232
C 0.6392 -1.8300 -0.0610  -0.182
C -0.7989 -2.1077 -0.5015  -0.234
C -0.7820 -3.0333 -1.7073  -0.482
S -2.3480 -3.2046 -2.5034  1.063
O -3.3641 -3.5156 -1.5448  -0.552
O -2.2414 -3.9640 -3.7094  -0.570
Cl -2.7026 -1.2656 -3.1207  -0.245
H 6.1270 -4.8908 -1.8702  0.346
H 4.6297 -4.1171 -1.3224  0.207
H 4.5741 -5.3474 -2.5858  0.243
H 6.2146 -3.6118 -3.8527  0.388
H 4.4735 -3.4255 -3.9424  0.264
H 3.8362 -0.1386 -2.2825  0.229
H 3.4893 -1.1785 -3.6623  0.358
H 2.2522 -2.9968 -2.3477  -0.249
H 3.2951 -2.5224 -0.6988  -0.279
H 0.8075 -0.8163 -1.9548  0.267
H 1.8731 -0.1793 -0.7285  0.369
H 1.1096 -2.7859 0.1994  0.410
H 0.5965 -1.2412 0.8623  -0.444
H -1.2897 -1.1625 -0.7404  0.226
H -1.3686 -2.5789 0.3021  0.387
H -0.0646 -2.7315 -2.4737  0.275
H -0.5452 -4.0617 -1.4146  0.298
C -2.2730 0.6359 4.6424  -1.507
C -1.2123 0.5274 3.5510  0.294
C -1.7692 0.6217 2.1267  -0.180
O -2.4333 -0.5348 1.6675  -0.103
C -3.7673 -0.7146 2.0848  -0.920
N -0.4185 -0.6810 3.7755  -0.721
H -2.8235 -0.2994 4.7507  0.313
H -1.8017 0.8479 5.6021  0.392
H -2.9901 1.4307 4.4252  0.303
H -0.5340 1.3818 3.6626  0.323
H -0.9346 0.7582 1.4349  0.028
H -2.4226 1.5008 2.0213  0.276
H -4.2868 0.2463 2.1777  0.329
H -3.8363 -1.2449 3.0396  0.277
H -4.2640 -1.3134 1.3214  0.265
H 0.3754 -0.6949 3.1425  0.300
H -0.9798 -1.4838 3.5038  0.349
C -1.0569 6.0862 0.0215  -1.475
C -0.8259 5.0309 1.0973  0.323
C -0.0904 3.7812 0.6021  -0.620
O -0.8712 2.9131 -0.1891  -0.256
C -0.9723 3.2391 -1.5605  -0.808
N -2.1042 4.7149 1.7401  -0.729
H -1.8815 5.8064 -0.6350  0.287
H -1.3172 7.0385 0.4830  0.370
H -0.1657 6.2305 -0.5919  0.347
H -0.1815 5.4735 1.8649  0.373
H 0.2000 3.1918 1.4769  0.221
H 0.8302 4.0544 0.0686  0.495
H -0.0431 3.6851 -1.9296  0.354
H -1.8001 3.9250 -1.7618  0.244
H -1.1514 2.3093 -2.0987  0.239
H -1.9420 4.1171 2.5448  0.264
H -2.6485 4.1483 1.0947  0.356

Entry 3:
Molecular formula: C15H39FO19P4
Method: DFT, ωB97M-V with the def2-TZVPD basis set

The orbital gap is 10.455 eV. The spin multiplicity is 1. The total charge is 0. The calculation puts the energy above the lowest of the compared OMol25 structures with the same formula, charge and spin at 87.9 kcal per mole. As for the SMILES: O=C1OC[C@@H](F)O1.COP(=O)(OC)OC.COP(=O)(OC)OC.COP(=O)(OC)OC.COP(=O)(OC)OC. The molar mass is 666.35 g/mol.

Each line ends with the Mulliken charge.
CARTESIAN COORDINATES (ANGSTROEM)
C 1.3151 0.3069 0.8910  -0.351
C 1.6314 0.9566 -0.4074  0.429
O 1.0205 -0.0035 -1.2742  -0.317
C -0.0896 -0.3777 -0.6179  0.570
O -1.1173 -0.8402 -1.0174  -0.490
O 0.1101 -0.1898 0.6845  -0.203
F 2.9421 0.9011 -0.6202  -0.319
H 1.3099 1.0221 1.7136  0.146
H 2.0124 -0.4820 1.1731  0.208
H 1.2721 1.9730 -0.5683  0.345
C -4.6601 0.5079 4.8985  -0.379
O -5.1402 -0.3708 3.8346  -0.331
P -5.5202 0.2246 2.2948  1.101
O -5.9006 -0.8201 1.2268  -0.703
O -4.2496 1.1593 1.8271  -0.380
C -2.9969 0.5646 1.8036  -0.666
O -6.5778 1.3219 2.6083  -0.265
C -7.6756 1.6246 1.6841  -0.697
H -3.5704 0.4917 4.8793  -0.033
H -4.9846 0.1905 5.8895  0.334
H -4.8595 1.5768 4.8226  0.324
H -2.9998 -0.5240 1.7482  0.382
H -2.5678 0.8367 2.7679  0.231
H -2.4574 0.8719 0.9077  0.238
H -7.8585 0.8389 0.9511  0.341
H -7.4101 2.4957 1.0850  0.272
H -8.5931 1.7704 2.2541  0.237
C 2.8871 3.1686 -3.2861  -0.502
O 3.3970 4.4642 -3.5034  -0.301
P 4.8054 4.7849 -4.2485  0.922
O 5.6895 3.6097 -4.1761  -0.670
O 4.2807 5.1870 -5.7239  -0.275
C 4.4852 4.2616 -6.7737  -0.582
O 5.3656 6.3009 -3.6953  -0.366
C 4.4575 7.3926 -3.6132  -0.546
H 3.2717 2.5130 -4.0674  0.299
H 1.8213 3.0865 -3.0730  0.282
H 3.3116 2.9404 -2.3084  0.199
H 5.5575 4.1404 -6.9272  0.291
H 3.9998 4.7117 -7.6396  0.227
H 4.0320 3.2919 -6.5678  0.262
H 3.8327 7.2269 -2.7356  0.239
H 3.8061 7.3009 -4.4824  0.273
H 4.9821 8.3447 -3.6935  0.249
C 0.0467 -6.3857 -4.8745  -0.690
O -1.3200 -5.9557 -5.2334  -0.368
P -2.3291 -4.8451 -4.4845  0.954
O -3.7639 -4.9114 -4.8239  -0.647
O -2.0368 -5.1417 -2.9021  -0.205
C -2.6066 -6.3124 -2.3611  -0.799
O -1.5818 -3.3634 -4.7808  -0.311
C -1.8852 -2.2466 -4.0384  -0.703
H 0.5179 -5.8739 -4.0354  0.291
H 0.8245 -6.3029 -5.6337  0.321
H 0.0484 -7.4030 -4.4831  0.307
H -3.2170 -6.9282 -3.0215  0.341
H -3.0937 -6.2062 -1.3918  0.283
H -1.7562 -6.9626 -2.1558  0.290
H -1.8605 -1.3851 -4.7058  0.359
H -1.1213 -2.1257 -3.2704  0.237
H -2.7999 -2.2183 -3.4464  0.319
C 0.4407 0.5136 5.2254  -0.001
O 0.9828 -0.5746 5.9249  -0.310
P 2.3126 -1.4044 5.4117  1.078
O 2.2684 -1.9711 4.0318  -0.641
O 3.5863 -0.3376 5.6326  -0.341
C 4.3579 0.1534 4.5631  -0.423
O 2.3297 -2.4870 6.6326  -0.384
C 1.3517 -2.6434 7.6389  -0.539
H -0.6129 0.3472 5.0011  0.076
H 0.9685 0.4657 4.2729  -0.199
H 0.6993 1.2424 5.9936  0.280
H 4.3575 1.2431 4.5388  0.246
H 3.8528 -0.2470 3.6841  0.113
H 5.3821 -0.2183 4.5310  0.267
H 1.8136 -2.8866 8.5958  0.248
H 0.8518 -3.5390 7.2700  0.275
H 0.6245 -1.8420 7.7694  0.248

Entry 4:
Molecular formula: C15H39N4O5P
Method: DFT, ωB97M-V with the def2-TZVPD basis set

The orbital gap is 8.749 eV. The spin multiplicity is 1. The total charge is 0. The calculation puts the energy above the lowest of the compared OMol25 structures with the same formula, charge and spin at 24.9 kcal per mole. As for the SMILES: NPCCC(N)=O.COCCNCCOC.COCCNCCOC. The molar mass is 386.47 g/mol.

Each line ends with the Mulliken charge.
CARTESIAN COORDINATES (ANGSTROEM)
N 3.3440 -3.0839 -0.9211  -0.609
P 3.2698 -1.3282 -0.7241  0.014
C 1.4991 -0.6837 -0.7192  0.083
C 0.4735 -1.4857 -1.6571  -0.327
C -0.5665 -2.3889 -0.8526  0.243
N -0.2644 -3.8521 -0.7905  -0.675
O -1.5972 -1.9794 -0.3086  -0.469
H 4.1207 -3.2861 -1.5779  0.264
H 3.6929 -3.4803 -0.0306  0.290
H 3.8636 -0.7653 -1.9150  0.004
H 1.0816 -0.5683 0.3406  0.202
H 1.5474 0.3881 -1.1302  -0.168
H -0.1633 -0.7279 -2.2383  0.214
H 1.0267 -2.1162 -2.4188  0.334
H 0.5291 -3.9165 -0.1221  0.295
H 0.1892 -4.0336 -1.7057  0.330
C -3.3036 -3.4242 7.3129  -0.707
O -2.1009 -3.8389 6.6876  -0.338
C -2.3073 -4.7185 5.5821  -0.812
C -1.9679 -4.0261 4.2639  -0.163
N -2.9499 -2.9937 3.9332  -0.340
C -2.5413 -2.1122 2.8369  -0.703
C -1.2789 -1.2606 3.0382  -0.240
O -1.4128 -0.2410 4.0238  -0.457
C -1.1982 -0.6739 5.3570  -0.542
H -3.0436 -2.9156 8.2428  0.235
H -3.8499 -2.7169 6.6823  0.303
H -3.9427 -4.2787 7.5514  0.336
H -3.3223 -5.1292 5.5686  0.409
H -1.6168 -5.5567 5.7175  0.391
H -1.9469 -4.7692 3.4607  0.376
H -0.9628 -3.6018 4.3649  0.151
H -3.1127 -2.4227 4.7543  0.132
H -3.3781 -1.4311 2.6585  0.317
H -2.4249 -2.7117 1.9288  0.406
H -1.0967 -0.7345 2.0959  0.213
H -0.3832 -1.8646 3.2208  0.288
H -0.4555 -1.4726 5.4225  0.266
H -2.1409 -0.9886 5.8079  0.163
H -0.8351 0.1803 5.9342  0.308
C -1.2173 3.7996 -5.5403  -0.704
O 0.0960 4.0389 -6.0192  -0.334
C 0.5601 5.3656 -5.7710  -0.806
C 1.6645 5.3674 -4.7163  -0.182
N 1.1375 5.0464 -3.3896  -0.314
C 2.1692 4.7621 -2.3915  -0.731
C 3.0902 3.5572 -2.6382  -0.551
O 2.4342 2.2962 -2.5564  -0.343
C 1.7731 1.8950 -3.7467  -0.598
H -1.5508 2.8377 -5.9332  0.234
H -1.2322 3.7418 -4.4480  0.295
H -1.9114 4.5729 -5.8802  0.337
H -0.2565 6.0416 -5.4966  0.395
H 0.9836 5.7293 -6.7122  0.393
H 2.1326 6.3561 -4.6852  0.395
H 2.4206 4.6398 -5.0312  0.157
H 0.5376 4.2333 -3.4643  0.061
H 1.6470 4.5942 -1.4453  0.379
H 2.7841 5.6585 -2.2571  0.408
H 3.8328 3.5532 -1.8339  0.346
H 3.6601 3.6408 -3.5692  0.353
H 2.2838 2.2447 -4.6466  0.372
H 0.7368 2.2367 -3.7360  0.189
H 1.7507 0.8018 -3.7675  0.237

Calculated total energy in order - -2029.4243, -2286.8052, -3489.9934, -1531.3477 a.u.